Record 1
{"formula": "C43H50BGe2N4O2STi", "method": "ωB97M-V/def2-TZVPD", "charge": 0, "gap_ev": [6.30, 6.23], "multiplicity": 2, "lumo_ev": [-0.33, -0.32], "e_above_lowest_ev": 1.954, "elements": ["Ti", "C", "C", "C", "C", "C", "H", "H", "H", "H", "H", "N", "C", "C", "C", "C", "C", "C", "C", "C", "N", "C", "H", "H", "H", "H", "H", "H", "H", "H", "C", "N", "C", "C", "N", "C", "S", "H", "H", "H", "H", "H", "H", "C", "Ge", "C", "C", "Ge", "C", "C", "C", "C", "C", "C", "C", "C", "C", "C", "C", "C", "H", "H", "H", "H", "H", "H", "H", "H", "H", "H", "H", "H", "H", "H", "H", "H", "H", "H", "H", "C", "C", "C", "C", "C", "C", "C", "C", "O", "B", "O", "C", "C", "H", "H", "H", "H", "H", "H", "H", "H", "H", "H", "H", "H"], "xyz": [[0.302, 0.874, -1.247], [-0.615, 1.301, -3.394], [-0.956, 2.389, -2.551], [0.243, 3.059, -2.199], [1.315, 2.364, -2.794], [0.783, 1.272, -3.535], [-1.315, 0.626, -3.857], [-1.955, 2.707, -2.309], [0.313, 3.962, -1.617], [2.341, 2.693, -2.818], [1.355, 0.592, -4.145], [1.076, 0.942, 1.230], [0.741, -0.333, 1.693], [0.854, -0.663, 3.018], [0.565, -1.964, 3.483], [0.139, -2.935, 2.628], [0.023, -2.639, 1.252], [-0.382, -3.619, 0.306], [-0.417, -3.324, -1.010], [-0.077, -2.009, -1.421], [0.264, -1.074, -0.574], [0.345, -1.361, 0.774], [1.270, 1.604, 1.967], [0.350, 1.413, 0.676], [1.159, 0.102, 3.722], [0.675, -2.182, 4.537], [-0.093, -3.934, 2.977], [-0.651, -4.608, 0.661], [-0.697, -4.055, -1.755], [-0.113, -1.728, -2.466], [-2.386, 3.076, 3.798], [-2.931, 3.886, 2.720], [-4.237, 4.355, 2.617], [-4.332, 5.008, 1.446], [-3.084, 4.919, 0.850], [-2.210, 4.236, 1.628], [-0.597, 3.885, 1.295], [-3.119, 3.029, 4.598], [-1.466, 3.528, 4.161], [-2.164, 2.074, 3.435], [-4.968, 4.183, 3.386], [-5.163, 5.511, 0.985], [-2.804, 5.308, -0.033], [5.912, -1.495, -0.771], [4.244, -1.122, 0.165], [3.379, -2.869, 0.378], [4.717, -0.514, 1.964], [2.977, 0.600, -1.036], [3.867, 2.257, -0.384], [5.260, 2.383, -0.372], [5.885, 3.550, 0.051], [5.127, 4.632, 0.481], [3.742, 4.535, 0.486], [3.130, 3.362, 0.056], [3.850, 0.295, -2.817], [3.590, -0.935, -3.442], [4.095, -1.251, -4.696], [4.886, -0.329, -5.375], [5.158, 0.895, -4.783], [4.645, 1.199, -3.521], [6.448, -2.293, -0.248], [6.554, -0.612, -0.802], [5.720, -1.809, -1.797], [4.116, -3.606, 0.708], [2.949, -3.215, -0.567], [2.587, -2.825, 1.126], [3.817, -0.279, 2.540], [5.330, 0.388, 1.904], [5.277, -1.286, 2.501], [5.876, 1.553, -0.704], [6.967, 3.615, 0.045], [5.612, 5.544, 0.808], [3.136, 5.369, 0.819], [2.044, 3.323, 0.060], [2.976, -1.674, -2.929], [3.875, -2.213, -5.144], [5.283, -0.565, -6.355], [5.773, 1.620, -5.302], [4.879, 2.165, -3.087], [-6.252, -4.615, 0.777], [-6.092, -3.221, 1.397], [-5.600, -3.390, 2.835], [-7.463, -2.529, 1.430], [-5.129, -2.370, 0.561], [-5.219, -2.368, -0.834], [-4.391, -1.579, -1.640], [-3.462, -0.793, -1.001], [-2.517, 0.062, -1.529], [-1.760, 0.581, -0.410], [-2.372, 0.073, 0.760], [-3.372, -0.777, 0.370], [-4.182, -1.541, 1.176], [-6.819, -5.258, 1.455], [-5.280, -5.082, 0.596], [-6.792, -4.584, -0.170], [-6.272, -4.061, 3.374], [-5.586, -2.442, 3.377], [-4.595, -3.818, 2.869], [-8.178, -3.116, 2.014], [-7.863, -2.409, 0.421], [-7.385, -1.536, 1.881], [-5.956, -2.995, -1.320], [-4.470, -1.599, -2.719], [-4.060, -1.502, 2.250]]}



Record 2
{"formula": "C43H50BN6O4S3V", "method": "ωB97M-V/def2-TZVPD", "charge": -1, "gap_ev": [5.72, 5.00], "multiplicity": 2, "lumo_ev": [2.06, 2.06], "elements": ["V", "O", "C", "N", "C", "O", "C", "C", "C", "C", "C", "C", "H", "H", "H", "H", "C", "C", "C", "C", "C", "C", "C", "C", "C", "C", "C", "C", "N", "B", "N", "C", "C", "C", "C", "C", "C", "C", "C", "C", "C", "C", "C", "C", "C", "H", "H", "H", "H", "H", "H", "H", "H", "H", "H", "H", "H", "H", "H", "H", "H", "H", "H", "H", "H", "H", "H", "H", "H", "H", "H", "H", "H", "H", "H", "H", "H", "H", "H", "H", "H", "C", "N", "C", "N", "S", "H", "H", "H", "H", "H", "H", "O", "S", "O", "N", "C", "S", "C", "C", "C", "C", "C", "C", "H", "H", "H", "H"], "xyz": [[1.594, 0.049, -0.639], [-1.105, 0.867, -1.042], [-0.340, 1.958, -0.534], [1.077, 1.892, -0.667], [1.538, 3.075, -1.127], [2.743, 3.356, -1.301], [0.392, 4.012, -1.372], [0.309, 5.112, -2.111], [-1.029, 5.585, -2.524], [-2.131, 4.833, -2.426], [-2.115, 3.459, -1.806], [-0.846, 3.328, -0.957], [1.199, 5.611, -2.485], [-1.094, 6.546, -3.026], [-3.067, 5.186, -2.856], [-2.294, 2.675, -2.549], [1.432, -4.817, -1.237], [1.685, -3.460, -0.575], [2.844, -2.733, -1.279], [1.965, -3.596, 0.914], [2.958, -4.485, 1.317], [3.284, -4.657, 2.651], [2.649, -3.883, 3.607], [1.675, -2.956, 3.252], [1.143, -2.025, 4.337], [0.328, -2.766, 5.403], [2.301, -1.276, 5.012], [1.290, -2.852, 1.899], [0.196, -2.013, 1.551], [0.113, -0.894, 0.591], [-1.287, -0.473, 0.812], [-1.895, -1.236, 1.814], [-1.024, -2.170, 2.229], [-1.820, 0.720, 0.214], [-3.301, 0.816, -0.063], [-3.785, 2.017, -0.393], [-2.996, 3.293, -0.502], [-1.702, 3.365, 0.359], [-1.125, 2.003, 0.804], [-0.540, 1.930, 2.201], [-1.663, 2.048, 3.231], [0.539, 2.992, 2.436], [-4.152, -0.442, -0.189], [-4.599, -0.649, -1.641], [-5.352, -0.422, 0.761], [1.121, -4.679, -2.274], [0.644, -5.361, -0.710], [2.332, -5.440, -1.241], [0.790, -2.861, -0.708], [3.795, -3.231, -1.069], [2.965, -1.699, -0.932], [2.679, -2.710, -2.352], [3.480, -5.066, 0.563], [4.042, -5.377, 2.942], [2.937, -3.979, 4.651], [0.501, -1.286, 3.864], [0.943, -3.520, 5.904], [-0.535, -3.274, 4.968], [-0.038, -2.067, 6.163], [2.875, -1.939, 5.667], [1.921, -0.447, 5.621], [2.975, -0.888, 4.248], [-2.906, -1.075, 2.159], [-1.189, -2.970, 2.936], [-4.835, 2.084, -0.677], [-3.655, 4.150, -0.353], [-1.659, 4.176, 1.084], [-0.063, 0.957, 2.317], [-2.199, 2.999, 3.121], [-1.260, 2.003, 4.249], [-2.387, 1.234, 3.116], [0.151, 4.007, 2.300], [1.373, 2.851, 1.745], [0.924, 2.912, 3.458], [-3.530, -1.296, 0.070], [-5.273, 0.151, -1.961], [-5.123, -1.603, -1.749], [-3.735, -0.653, -2.310], [-6.028, 0.403, 0.514], [-5.032, -0.288, 1.799], [-5.917, -1.357, 0.693], [5.090, 2.925, 3.226], [4.199, 1.854, 2.834], [3.875, 1.541, 1.566], [4.279, 2.347, 0.597], [2.985, 0.084, 1.313], [5.004, 3.077, 4.300], [4.806, 3.860, 2.742], [6.137, 2.711, 2.986], [4.005, 1.122, 3.496], [4.756, 3.197, 0.855], [3.752, 2.420, -0.301], [-0.180, -4.250, -5.252], [0.486, -3.053, -5.692], [1.444, -3.184, -6.756], [1.136, -2.233, -4.429], [0.592, -1.051, -4.279], [0.990, 0.168, -3.165], [-0.521, -0.766, -5.254], [-1.330, 0.354, -5.338], [-2.330, 0.374, -6.305], [-2.519, -0.704, -7.167], [-1.704, -1.827, -7.082], [-0.716, -1.822, -6.118], [-1.177, 1.181, -4.656], [-2.977, 1.241, -6.386], [-3.314, -0.672, -7.903], [-1.837, -2.679, -7.739]]}



Record 3
{"formula": "C43H50BrN4O8SiW", "method": "ωB97M-V/def2-TZVPD", "charge": -1, "gap_ev": [7.17, 4.76], "multiplicity": 3, "lumo_ev": [1.79, -0.62], "e_above_lowest_ev": 2.427, "elements": ["W", "C", "C", "C", "C", "C", "C", "C", "Br", "C", "O", "C", "C", "C", "C", "C", "C", "H", "H", "H", "H", "H", "H", "H", "H", "H", "H", "H", "H", "H", "H", "H", "H", "H", "H", "H", "H", "O", "C", "O", "C", "C", "C", "C", "C", "N", "H", "H", "H", "H", "O", "C", "O", "C", "C", "C", "N", "C", "C", "C", "O", "O", "H", "H", "H", "C", "C", "C", "C", "Si", "O", "C", "C", "C", "C", "C", "C", "C", "C", "C", "C", "C", "C", "H", "H", "H", "H", "H", "H", "H", "H", "H", "H", "H", "H", "H", "H", "H", "H", "H", "H", "H", "N", "N", "H", "H", "H", "H"], "xyz": [[0.416, 0.039, 0.019], [4.969, -0.030, 5.760], [4.889, 0.381, 4.291], [5.057, 1.905, 4.202], [6.037, -0.302, 3.533], [3.557, -0.021, 3.657], [3.322, 0.328, 2.314], [2.125, -0.030, 1.805], [2.937, 0.438, -0.865], [1.117, -0.728, 2.462], [0.021, -0.922, 1.710], [1.324, -1.095, 3.782], [2.567, -0.722, 4.332], [0.300, -1.818, 4.666], [0.917, -3.130, 5.165], [-0.036, -0.919, 5.866], [-1.013, -2.152, 3.949], [5.934, 0.283, 6.166], [4.891, -1.113, 5.884], [4.186, 0.447, 6.354], [5.990, 2.209, 4.683], [4.231, 2.417, 4.699], [5.087, 2.250, 3.168], [6.999, -0.028, 3.975], [6.055, -0.008, 2.482], [5.936, -1.390, 3.577], [4.047, 0.874, 1.728], [2.748, -0.995, 5.363], [1.812, -2.960, 5.767], [1.193, -3.772, 4.324], [0.193, -3.668, 5.784], [0.844, -0.703, 6.475], [-0.775, -1.413, 6.502], [-0.458, 0.033, 5.535], [-0.856, -2.801, 3.084], [-1.533, -1.259, 3.601], [-1.665, -2.673, 4.656], [-3.358, 0.025, 1.396], [-2.480, -0.445, 0.721], [-1.552, 0.295, 0.135], [-2.483, -1.953, 0.442], [-3.655, -2.653, 0.681], [-3.689, -4.004, 0.360], [-2.562, -4.591, -0.181], [-1.435, -3.800, -0.372], [-1.400, -2.510, -0.059], [-4.502, -2.126, 1.096], [-4.589, -4.584, 0.525], [-2.542, -5.638, -0.456], [-0.535, -4.223, -0.811], [-0.477, 6.643, 2.954], [-0.398, 5.627, 3.668], [-0.388, 5.499, 4.909], [-0.266, 4.304, 2.892], [-0.193, 3.091, 3.546], [0.019, 1.920, 2.835], [0.150, 1.902, 1.506], [-0.009, 3.060, 0.870], [-0.196, 4.266, 1.501], [-0.001, 2.944, -0.618], [-0.202, 3.844, -1.392], [0.264, 1.711, -0.989], [-0.286, 3.084, 4.625], [0.106, 0.982, 3.350], [-0.292, 5.176, 0.924], [-2.847, -1.463, -3.195], [-1.746, -0.604, -3.829], [-1.989, 0.860, -3.425], [-1.830, -0.717, -5.360], [-0.009, -1.055, -3.280], [0.238, -0.769, -1.671], [0.454, -2.863, -3.482], [-0.341, -3.871, -4.034], [0.105, -5.189, -4.099], [1.361, -5.521, -3.612], [2.179, -4.532, -3.076], [1.729, -3.220, -3.021], [1.206, -0.092, -4.315], [1.486, 1.255, -4.049], [2.350, 1.978, -4.863], [2.952, 1.368, -5.956], [2.688, 0.033, -6.235], [1.824, -0.687, -5.419], [-3.822, -1.129, -3.567], [-2.859, -1.359, -2.110], [-2.754, -2.524, -3.423], [-3.023, 1.133, -3.671], [-1.329, 1.546, -3.961], [-1.845, 1.030, -2.356], [-2.830, -0.409, -5.690], [-1.665, -1.739, -5.716], [-1.100, -0.075, -5.856], [-1.321, -3.637, -4.426], [-0.531, -5.955, -4.529], [1.707, -6.547, -3.655], [3.166, -4.777, -2.704], [2.384, -2.457, -2.603], [1.039, 1.748, -3.195], [2.553, 3.017, -4.635], [3.630, 1.931, -6.587], [3.161, -0.449, -7.083], [1.633, -1.731, -5.648], [3.069, -2.617, 0.253], [1.668, -2.355, 0.116], [3.217, -3.440, 0.824], [3.491, -1.817, 0.711], [1.127, -2.779, 0.862], [1.377, -2.747, -0.774]]}



Record 4
{"formula": "C43H50N2O2PdS2SeTe", "method": "ωB97M-V/def2-TZVPD", "charge": -2, "gap_ev": 4.67, "multiplicity": 1, "lumo_ev": 4.08, "e_above_lowest_ev": 0.787, "elements": ["Pd", "O", "S", "C", "C", "C", "C", "C", "C", "C", "C", "C", "C", "C", "C", "C", "C", "H", "H", "H", "H", "H", "H", "H", "H", "H", "H", "H", "H", "H", "H", "C", "C", "C", "C", "C", "C", "Se", "C", "C", "C", "H", "H", "H", "H", "H", "H", "H", "H", "H", "H", "H", "C", "C", "C", "N", "C", "S", "N", "C", "O", "C", "C", "C", "C", "C", "C", "H", "H", "H", "H", "H", "H", "H", "H", "H", "H", "H", "H", "H", "H", "C", "C", "C", "C", "C", "C", "Te", "C", "C", "C", "H", "H", "H", "H", "H", "H", "H", "H", "H", "H", "H"], "xyz": [[-0.126, -0.613, -0.993], [1.963, -2.831, -1.000], [2.595, -1.618, -0.425], [2.960, -2.074, 1.315], [3.729, -1.046, 2.078], [3.442, 0.315, 1.948], [4.134, 1.265, 2.687], [5.118, 0.877, 3.587], [5.395, -0.475, 3.747], [4.710, -1.422, 2.998], [4.355, -1.717, -1.102], [5.009, -3.014, -0.778], [4.588, -4.190, -1.402], [5.135, -5.415, -1.042], [6.108, -5.490, -0.054], [6.521, -4.327, 0.585], [5.974, -3.103, 0.226], [3.409, -3.069, 1.330], [1.940, -2.155, 1.710], [2.655, 0.632, 1.274], [3.892, 2.315, 2.566], [5.658, 1.620, 4.164], [6.143, -0.795, 4.464], [4.925, -2.477, 3.132], [4.888, -0.853, -0.703], [4.154, -1.594, -2.165], [3.805, -4.137, -2.148], [4.794, -6.318, -1.533], [6.528, -6.448, 0.228], [7.266, -4.375, 1.372], [6.287, -2.200, 0.736], [-7.521, -2.224, -1.920], [-6.017, -2.325, -2.003], [-5.230, -1.225, -2.312], [-3.837, -1.296, -2.401], [-3.098, -0.045, -2.793], [-3.171, -2.513, -2.144], [-1.262, -2.697, -2.158], [-3.976, -3.641, -1.832], [-3.360, -4.981, -1.517], [-5.362, -3.528, -1.774], [-7.848, -1.193, -2.061], [-7.886, -2.568, -0.948], [-8.003, -2.838, -2.687], [-5.708, -0.264, -2.494], [-3.627, 0.850, -2.455], [-2.997, 0.000, -3.882], [-2.091, -0.034, -2.385], [-2.413, -4.843, -0.994], [-3.140, -5.535, -2.436], [-4.039, -5.579, -0.900], [-5.947, -4.409, -1.514], [-4.192, -0.084, 3.172], [-4.667, -0.708, 1.860], [-3.547, -1.459, 1.135], [-2.478, -0.558, 0.760], [-1.125, -0.721, 1.014], [-0.583, -2.085, 1.911], [-0.332, 0.479, 1.088], [-0.970, 1.726, 0.803], [-1.379, 2.056, -0.277], [-1.047, 2.632, 1.982], [-0.607, 2.225, 3.237], [-0.710, 3.084, 4.323], [-1.257, 4.350, 4.165], [-1.704, 4.755, 2.912], [-1.597, 3.901, 1.827], [-4.992, 0.477, 3.666], [-3.360, 0.600, 2.991], [-3.838, -0.860, 3.854], [-5.066, 0.069, 1.196], [-5.475, -1.421, 2.055], [-3.950, -1.967, 0.257], [-3.115, -2.212, 1.789], [-2.739, 0.222, 0.179], [0.437, 0.330, 0.256], [-0.189, 1.232, 3.353], [-0.356, 2.766, 5.295], [-1.334, 5.018, 5.014], [-2.133, 5.741, 2.783], [-1.938, 4.192, 0.841], [0.867, 6.764, -1.572], [0.973, 5.296, -1.903], [0.060, 4.673, -2.744], [0.143, 3.314, -3.054], [-0.887, 2.727, -3.984], [1.172, 2.526, -2.507], [1.298, 0.426, -2.949], [2.109, 3.158, -1.669], [3.278, 2.409, -1.076], [1.996, 4.518, -1.380], [-0.055, 7.189, -1.974], [1.706, 7.327, -1.992], [0.873, 6.925, -0.491], [-0.757, 5.254, -3.166], [-1.696, 3.440, -4.169], [-1.306, 1.817, -3.552], [-0.429, 2.444, -4.935], [3.035, 1.357, -0.938], [3.572, 2.843, -0.114], [4.141, 2.455, -1.748], [2.727, 4.978, -0.716]]}